Molecular formula: C7H29N11O5P
Method: DFT, ωB97M-V/def2-TZVPD

Highest occupied orbital energy: -11.096 eV
Calculated total energy: -43646.0791 eV
Lowest unoccupied orbital energy: -2.232 eV
Orbital gap: 8.86 eV
Total charge: +1

Last column: Mulliken charge in e.
Cartesian coordinates (Å):
C 2.811 -2.340 0.189  -0.911
P 1.681 -0.872 0.054  0.453
C -0.034 -1.333 -0.512  -0.554
N -0.673 -2.385 0.251  -0.508
H 3.431 -2.197 1.082  0.271
H 2.200 -3.233 0.360  0.342
H 3.417 -2.472 -0.710  0.366
H 2.214 0.026 -0.914  0.146
H 1.699 -0.137 1.278  -0.029
H -0.669 -0.441 -0.562  0.487
H 0.063 -1.693 -1.548  0.373
H -1.120 -2.046 1.089  0.261
H -0.070 -3.170 0.428  0.195
C -4.739 -2.306 -0.819  0.530
O -4.933 -1.943 0.335  -0.690
N -5.758 -2.660 -1.656  -0.340
N -3.495 -2.387 -1.362  -0.245
H -5.614 -2.959 -2.600  0.144
H -6.690 -2.614 -1.292  0.214
H -2.726 -2.138 -0.771  0.171
H -3.316 -2.684 -2.314  0.301
C 0.955 2.673 2.245  0.779
O 1.996 2.094 1.918  -0.671
N -0.265 2.057 2.234  -0.310
N 0.942 3.966 2.645  -0.376
H -1.116 2.515 2.500  0.171
H -0.298 1.096 1.957  0.145
H 1.818 4.460 2.661  0.224
H 0.109 4.449 2.914  0.121
C -2.226 -3.820 -4.976  0.632
O -2.404 -3.469 -3.813  -0.689
N -3.250 -4.164 -5.801  -0.369
N -0.986 -3.894 -5.534  -0.391
H -3.120 -4.453 -6.751  0.174
H -4.179 -4.124 -5.426  0.193
H -0.205 -3.650 -4.957  0.191
H -0.823 -4.179 -6.480  0.166
C 2.487 -1.087 3.905  0.691
O 1.410 -1.232 3.326  -0.651
N 2.965 0.133 4.259  -0.324
N 3.285 -2.143 4.233  -0.392
H 3.838 0.267 4.730  0.161
H 2.408 0.935 4.023  0.164
H 2.960 -3.060 3.992  0.233
H 4.163 -2.044 4.706  0.160
C 1.615 7.064 0.611  0.661
O 1.928 6.435 1.614  -0.647
N 2.525 7.750 -0.133  -0.404
N 0.330 7.130 0.157  -0.366
H 2.287 8.271 -0.955  0.163
H 3.480 7.727 0.171  0.220
H -0.369 6.639 0.679  0.193
H 0.060 7.642 -0.661  0.171

---

Molecular formula: C64H80N8O24
Method: DFT, ωB97M-V/def2-TZVPD

SMILES string: O=[N+]([O-])c1ccccc1.O=[N+]([O-])c1ccccc1.O=[N+]([O-])c1ccccc1.O=[N+]([O-])c1ccccc1.O=[N+]([O-])c1ccccc1.O=[N+]([O-])c1ccccc1.O=[N+]([O-])c1ccccc1.O=[N+]([O-])c1ccccc1.COCCOC.COCCOC.COCCOC.COCCOC
Highest occupied orbital energy: -9.327 eV
Energy relative to the best compared isomer or geometry (same formula, charge and spin): 0.00 kJ/mol
Calculated total energy: -128699.1759 eV
Lowest unoccupied orbital energy: -0.931 eV
Orbital gap: 8.40 eV
Total charge: 0

Last column: Mulliken charge in e.
Cartesian coordinates (Å):
O 3.066 -2.621 -2.248  -0.679
N 2.554 -2.483 -1.160  1.274
O 2.605 -1.453 -0.513  -0.428
C 1.842 -3.643 -0.629  -0.162
C 1.689 -3.762 0.736  0.455
C 1.303 -4.956 1.295  -0.906
C 0.848 -5.974 0.473  -0.322
C 0.992 -5.827 -0.909  -0.582
C 1.487 -4.680 -1.485  -0.648
H 1.936 -2.891 1.329  0.181
H 1.239 -5.029 2.372  0.294
H 0.427 -6.879 0.889  0.571
H 0.684 -6.635 -1.565  0.383
H 1.389 -4.533 -2.552  0.526
O 0.576 -1.335 2.476  -0.540
N 1.066 -0.296 2.053  1.199
O 2.117 0.151 2.439  -0.668
C 0.273 0.470 1.091  -0.776
C 0.522 1.824 0.943  0.205
C -0.235 2.549 0.030  -0.934
C -1.363 1.974 -0.543  -0.479
C -1.582 0.609 -0.396  -0.654
C -0.768 -0.153 0.418  0.707
H 1.237 2.322 1.581  0.207
H -0.095 3.624 0.040  0.544
H -2.086 2.568 -1.085  0.214
H -2.455 0.210 -0.890  0.616
H -0.987 -1.189 0.637  0.148
O -0.530 -1.226 -3.431  -0.449
N 0.269 -0.924 -4.296  1.051
O 0.267 -1.358 -5.428  -0.688
C 1.347 0.014 -3.967  -0.836
C 1.415 0.529 -2.686  1.418
C 2.464 1.320 -2.299  0.185
C 3.489 1.602 -3.192  -0.710
C 3.404 1.137 -4.492  -0.830
C 2.323 0.382 -4.880  -0.490
H 0.610 0.374 -1.980  -0.351
H 2.436 1.876 -1.371  0.075
H 4.263 2.310 -2.931  0.476
H 4.099 1.376 -5.285  0.459
H 2.107 0.097 -5.903  0.517
O -2.504 -2.566 -1.762  -0.139
N -3.155 -2.723 -2.773  1.066
O -3.876 -1.885 -3.266  -0.686
C -3.065 -4.017 -3.418  -0.289
C -4.038 -4.417 -4.317  -0.560
C -3.930 -5.593 -5.032  -0.503
C -2.932 -6.492 -4.687  -0.512
C -1.996 -6.139 -3.722  -0.558
C -2.056 -4.905 -3.104  0.586
H -4.747 -3.654 -4.621  0.407
H -4.633 -5.730 -5.841  0.394
H -2.715 -7.381 -5.268  0.370
H -1.166 -6.792 -3.488  0.353
H -1.343 -4.648 -2.328  0.155
O 4.059 5.510 -3.955  -0.590
N 5.088 5.701 -3.331  0.987
O 6.072 6.259 -3.776  -0.598
C 5.161 5.211 -1.959  0.106
C 6.391 5.212 -1.304  -0.438
C 6.499 4.693 -0.036  -0.711
C 5.374 4.111 0.552  -0.980
C 4.124 4.185 -0.052  0.042
C 4.028 4.793 -1.295  -0.443
H 7.245 5.680 -1.774  0.499
H 7.429 4.646 0.512  0.456
H 5.366 3.638 1.530  0.558
H 3.218 3.828 0.418  0.624
H 3.059 4.994 -1.741  0.492
O 8.455 -4.212 3.550  -0.621
N 7.267 -3.962 3.519  1.051
O 6.420 -4.561 4.148  -0.594
C 6.800 -2.881 2.648  -0.296
C 7.746 -2.187 1.896  -0.330
C 7.337 -1.250 0.976  -0.746
C 5.975 -1.016 0.801  -0.682
C 5.045 -1.612 1.634  -0.082
C 5.469 -2.550 2.569  -0.279
H 8.791 -2.454 1.964  0.443
H 8.050 -0.881 0.252  0.362
H 5.631 -0.343 0.023  0.592
H 3.988 -1.410 1.556  0.578
H 4.714 -3.024 3.183  0.594
O -3.543 -4.718 6.145  -0.639
N -3.206 -5.633 5.433  1.144
O -3.022 -6.774 5.807  -0.611
C -2.842 -5.325 4.034  -0.510
C -2.743 -6.356 3.132  -0.183
C -2.455 -6.076 1.810  -1.193
C -2.322 -4.735 1.446  -0.613
C -2.370 -3.720 2.380  0.651
C -2.709 -3.993 3.695  -0.589
H -2.769 -7.381 3.479  0.452
H -2.420 -6.852 1.059  0.567
H -2.103 -4.473 0.418  0.593
H -2.222 -2.710 2.025  0.394
H -2.650 -3.258 4.483  0.563
O 2.351 3.344 3.505  -0.594
N 2.043 4.491 3.225  1.107
O 0.925 4.860 2.942  -0.604
C 3.127 5.476 3.243  0.205
C 2.962 6.637 2.509  -0.301
C 3.931 7.622 2.615  -0.625
C 5.052 7.418 3.401  -0.433
C 5.172 6.255 4.151  -0.602
C 4.249 5.233 4.007  -0.377
H 2.009 6.810 2.029  0.493
H 3.761 8.568 2.117  0.418
H 5.861 8.127 3.513  0.436
H 6.020 6.134 4.811  0.384
H 4.332 4.278 4.508  0.509
C 0.554 -7.829 6.183  -0.769
O 0.605 -6.448 6.194  -0.431
C 0.563 -5.888 4.895  -0.234
C 0.824 -4.412 4.988  -0.208
O 2.226 -4.213 5.015  -0.317
C 2.559 -2.840 5.150  -0.660
H 0.638 -8.219 7.193  0.294
H 1.352 -8.258 5.558  0.312
H -0.379 -8.238 5.760  0.235
H -0.415 -6.200 4.508  0.010
H 1.311 -6.329 4.215  0.632
H 0.335 -4.031 5.894  0.648
H 0.415 -3.876 4.118  -0.138
H 3.653 -2.853 5.139  0.231
H 2.264 -2.413 6.112  0.348
H 2.199 -2.260 4.298  0.218
C -4.847 3.271 -2.968  -0.140
O -5.807 4.191 -2.497  -0.364
C -5.335 5.515 -2.494  -0.281
C -6.485 6.436 -2.203  -0.660
O -7.042 6.106 -0.949  -0.242
C -7.790 7.152 -0.408  -0.813
H -5.269 2.270 -2.910  0.348
H -3.959 3.263 -2.315  -0.121
H -4.493 3.527 -3.973  0.301
H -4.903 5.817 -3.460  0.313
H -4.548 5.624 -1.735  0.204
H -7.205 6.446 -3.027  0.345
H -6.062 7.447 -2.086  0.379
H -7.182 7.963 0.017  0.306
H -8.389 6.796 0.433  0.250
H -8.500 7.563 -1.136  0.314
C 1.310 4.646 -6.492  -0.600
O 0.024 4.559 -5.880  -0.415
C -0.161 3.336 -5.200  -0.091
C -1.479 3.425 -4.475  -0.748
O -1.523 4.205 -3.290  0.002
C -1.214 5.570 -3.413  -0.795
H 2.131 4.623 -5.768  0.173
H 1.321 5.638 -6.943  0.263
H 1.409 3.858 -7.242  0.318
H 0.642 3.192 -4.464  0.040
H -0.176 2.486 -5.893  0.509
H -1.728 2.407 -4.148  0.292
H -2.335 3.749 -5.082  0.364
H -1.810 6.010 -4.224  0.312
H -0.172 5.752 -3.693  0.201
H -1.394 6.077 -2.467  0.254
C -6.511 1.184 1.202  -0.696
O -6.603 -0.188 0.902  -0.284
C -7.000 -0.922 2.040  -0.489
C -6.765 -2.405 1.847  -0.741
O -5.481 -2.884 1.652  -0.349
C -4.712 -2.350 0.577  -0.229
H -5.559 1.385 1.729  0.291
H -7.337 1.516 1.831  0.315
H -6.403 1.752 0.285  0.189
H -8.026 -0.713 2.356  0.435
H -6.300 -0.578 2.825  0.345
H -7.351 -2.642 0.930  0.345
H -7.308 -2.956 2.614  0.435
H -3.934 -3.081 0.400  -0.389
H -4.364 -1.338 0.770  0.220
H -5.390 -2.286 -0.285  0.515